(i)
The following is a quantum chemistry calculation of an isolated molecule of C9H19N3O4, from OMol25.

Atoms and positions in Å:
N  5.074  1.819  -1.568
C  3.769  1.524  -0.995
C  3.414  0.053  -1.124
C  2.121  -0.376  -0.428
C  0.851  0.250  -1.033
C  -0.484  -0.272  -0.439
N  -0.586  0.015  0.943
C  -1.698  0.113  1.679
O  -1.672  0.175  2.888
C  -3.081  0.165  0.892
N  -3.237  -1.132  0.242
C  -4.191  0.505  1.935
O  -4.322  -0.551  2.846
C  -0.580  -1.714  -0.848
O  -0.750  -2.133  -1.991
O  -0.403  -2.560  0.213
H  5.057  1.733  -2.593
H  5.279  2.814  -1.480
H  2.984  2.098  -1.556
H  3.732  1.760  0.066
H  4.205  -0.606  -0.722
H  3.348  -0.191  -2.193
H  2.032  -1.449  -0.638
H  2.165  -0.098  0.637
H  0.839  0.150  -2.139
H  0.820  1.350  -0.894
H  -1.290  0.298  -0.933
H  0.250  -0.115  1.503
H  -2.935  0.966  0.158
H  -3.639  -1.733  0.966
H  -3.961  -0.973  -0.501
H  -3.950  1.494  2.356
H  -5.160  0.533  1.418
H  -3.547  -0.445  3.446
H  -0.455  -3.468  -0.113

The calculation puts the HOMO energy at -9.44 eV. As for the LUMO energy: 0.024 hartree. The calculation puts the HOMO-LUMO gap at 10.084 eV. The value obtained for the molar mass is 233.3 g mol⁻¹. Its structure (SMILES) is NCCCC[C@H](NC(=O)[C@@H](N)CO)C(=O)O.

These are the Löwdin partial charges, in e, on atoms 1 to 4: N -0.0244; C -0.3142; C -0.2250; C -0.1919


(ii)
The following is a quantum chemistry calculation of an isolated molecule of C9H19N3O4, from OMol25.

Atoms and positions in Å:
N  5.019  -1.017  -1.904
C  3.609  -0.968  -2.269
C  3.139  0.399  -2.658
C  1.657  0.363  -2.802
C  0.732  -0.385  -1.884
C  -0.484  0.500  -1.592
N  -0.090  1.807  -1.070
C  -1.219  -0.227  -0.435
O  -2.328  -0.741  -0.667
N  -0.680  -0.007  0.760
C  -1.276  -0.588  1.984
C  -0.369  -0.411  3.231
O  0.181  0.898  3.327
C  -2.795  -0.195  2.045
O  -3.763  -0.921  2.005
O  -2.789  1.177  2.022
H  5.305  -1.932  -1.530
H  5.100  -0.325  -1.208
H  2.970  -1.416  -1.537
H  3.474  -1.581  -3.139
H  3.418  1.227  -2.048
H  3.530  0.845  -3.648
H  1.267  1.359  -2.919
H  1.605  -0.091  -3.700
H  1.339  -0.546  -1.031
H  0.536  -1.433  -2.311
H  -1.270  0.589  -2.282
H  -0.727  2.053  -0.206
H  -0.216  2.534  -1.794
H  0.355  0.063  0.578
H  -1.410  -1.697  1.882
H  0.354  -1.284  3.134
H  -0.999  -0.564  4.235
H  0.960  0.920  3.859
H  -3.712  1.546  1.950

The calculation puts the HOMO energy at -9.29 eV. As for the LUMO energy: 0.015 hartree. The calculation puts the HOMO-LUMO gap at 9.699 eV. The value obtained for the molar mass is 233.3 g mol⁻¹. Its structure (SMILES) is NCCCC[C@H](N)C(=O)N[C@@H](CO)C(=O)O.

These are the Löwdin partial charges, in e, on atoms 1 to 4: N 0.0013; C -0.3046; C -0.2093; C -0.2451


Least stable: (ii)


(i)
The following is a quantum chemistry calculation of a cluster of 4 separate species, C3H14O4 in total, from OMol25.

Atoms and positions in Å:
C  1.417  1.317  -1.881
C  -0.004  0.852  -1.529
C  -0.927  1.160  -2.701
O  -2.213  0.596  -2.431
H  1.356  2.405  -1.805
H  1.692  1.232  -2.964
H  2.234  0.913  -1.229
H  -0.140  -0.187  -1.239
H  -0.372  1.395  -0.598
H  -1.054  2.299  -2.512
H  -0.522  0.882  -3.698
H  -2.933  1.198  -2.787
O  -1.402  0.685  4.759
H  -0.923  0.485  5.566
H  -2.301  0.829  5.088
O  3.238  -1.176  2.024
H  3.787  -1.954  1.787
H  2.357  -1.554  2.127
O  -0.196  -2.878  0.439
H  -0.623  -2.038  0.236
H  -0.925  -3.486  0.278

The calculation puts the HOMO energy at -10.42 eV. As for the LUMO energy: 0.026 hartree. The calculation puts the HOMO-LUMO gap at 11.141 eV. The value obtained for the molar mass is 114.1 g mol⁻¹. Its structure (SMILES) is CCCO.O.O.O.

These are the Löwdin partial charges, in e, on atoms 1 to 4: C -0.1156; C -0.2714; C -0.2995; O -0.1122


(ii)
The following is a quantum chemistry calculation of a cluster of 4 separate species, C3H14O4 in total, from OMol25.

Atoms and positions in Å:
C  0.409  -13.760  -1.297
O  -0.849  -14.201  -0.918
H  1.173  -14.514  -1.007
H  0.539  -13.640  -2.361
H  0.714  -12.788  -0.833
H  -1.460  -13.491  -1.182
C  0.692  -14.083  2.590
O  1.416  -13.175  3.465
H  -0.169  -13.507  2.211
H  1.342  -14.430  1.773
H  0.390  -14.998  3.102
H  2.220  -12.847  3.042
C  -0.334  -9.828  4.664
O  -0.059  -10.667  3.558
H  -0.914  -10.343  5.436
H  0.532  -9.421  5.171
H  -0.919  -8.993  4.301
H  0.360  -11.472  3.906
O  3.378  -11.921  1.892
H  2.703  -11.239  1.689
H  3.696  -12.210  1.034

The calculation puts the HOMO energy at -9.95 eV. As for the LUMO energy: 0.016 hartree. The calculation puts the HOMO-LUMO gap at 10.375 eV. The value obtained for the molar mass is 114.1 g mol⁻¹. Its structure (SMILES) is CO.CO.CO.O.

These are the Löwdin partial charges, in e, on atoms 1 to 4: C -0.2167; O -0.1097; H 0.0845; H 0.0646


(iii)
The following is a quantum chemistry calculation of a cluster of 4 separate species, C3H14O4 in total, from OMol25.

Atoms and positions in Å:
C  -0.047  -0.934  1.997
C  1.009  -1.116  0.924
C  1.650  0.175  0.434
O  0.344  -1.717  -0.188
H  -0.779  -1.722  1.890
H  -0.606  0.003  1.858
H  0.424  -0.922  2.999
H  1.804  -1.694  1.445
H  2.295  0.506  1.229
H  0.850  0.989  0.428
H  2.101  0.074  -0.563
H  0.127  -2.622  0.075
O  0.236  3.497  -4.512
H  0.872  2.869  -4.167
H  -0.344  2.895  -4.988
O  -4.685  -1.130  5.476
H  -5.096  -1.133  4.601
H  -4.144  -0.308  5.417
O  1.014  0.926  -4.641
H  1.887  0.908  -4.240
H  1.088  0.456  -5.475

The calculation puts the HOMO energy at -10.28 eV. As for the LUMO energy: 0.018 hartree. The calculation puts the HOMO-LUMO gap at 10.786 eV. The value obtained for the molar mass is 114.1 g mol⁻¹. Its structure (SMILES) is CC(C)O.O.O.O.

These are the Löwdin partial charges, in e, on atoms 1 to 4: C -0.0705; C -0.5168; C -0.0593; O -0.0585


Least stable: (ii)